1.
110
Properties=species:S:1:pos:R:3:forces:R:3 method="wB97M-V/def2-TZVPD" e_tot_ha=-5524.40963 total_charge=-2 orbital_gap_ev=1.91 homo_ev=0.80
N 1.81244 -3.54867 5.60128 -0.339 0.504 -0.013
C 2.51678 -2.67012 4.77914 -0.186 -0.106 0.138
O 3.06289 -1.68241 5.24658 0.143 -0.090 0.037
C 2.56087 -3.08570 3.33863 0.287 -0.144 -0.272
C 1.96214 -2.04248 2.37589 -0.286 0.163 0.202
Al -0.07432 -2.15767 2.28615 0.247 -0.790 -0.012
C -0.79500 -1.81833 4.19507 0.151 0.255 -0.423
C -2.06134 -0.94614 4.18343 0.183 0.210 0.382
C -3.29010 -1.52277 4.83785 0.087 0.004 -0.395
F -3.03028 -2.21891 5.97703 0.054 0.010 0.050
F -4.15137 -0.51741 5.22331 -0.093 -0.075 0.065
C -4.08816 -2.43894 3.84382 -0.058 0.073 0.143
F -5.06008 -1.66310 3.27396 -0.112 -0.039 0.030
F -3.30880 -2.87121 2.85553 0.048 -0.132 0.049
C -4.81236 -3.67846 4.44038 -0.136 -0.046 -0.306
F -5.82165 -4.01347 3.59466 0.024 -0.021 0.077
F -5.38921 -3.37209 5.61999 0.078 0.045 0.071
C -3.92463 -4.95676 4.58702 0.037 0.034 -0.046
F -4.49386 -5.75640 5.51917 0.021 0.016 -0.046
F -2.69859 -4.66540 4.98123 -0.080 -0.061 0.041
F -3.88710 -5.62080 3.44510 0.025 0.057 0.113
C -0.58348 -4.10513 1.85228 -0.253 0.122 -0.114
O -1.46563 -4.35148 0.97411 0.097 -0.122 0.060
O -0.01288 -5.00438 2.56131 0.043 0.041 0.200
H 0.98908 -3.91909 5.13271 0.196 -0.329 -0.111
H 1.56048 -3.08795 6.46789 0.061 -0.061 0.008
H 2.03934 -4.04117 3.23287 -0.051 0.039 -0.098
H 3.62207 -3.27292 3.11181 0.034 0.086 0.093
H 2.28891 -1.03912 2.67968 0.170 -0.026 -0.073
H 2.38495 -2.24038 1.38571 -0.039 0.089 -0.073
H -0.71906 -1.06935 1.26514 -0.070 0.197 0.043
H -0.03409 -1.30603 4.79082 -0.045 -0.076 0.133
H -0.95669 -2.80420 4.63380 -0.146 0.022 0.038
H -1.87697 -0.00928 4.71899 -0.056 0.007 0.008
H -2.34330 -0.65556 3.16456 -0.099 -0.011 -0.007
O 4.80639 0.63615 -0.05048 0.204 -0.068 0.171
S 5.26790 -0.66363 -0.44188 -0.135 -0.006 -0.172
O 5.10714 -1.78560 0.41827 0.050 0.010 0.082
O 6.81962 -0.52993 -0.83471 0.018 0.001 -0.086
C 7.66823 0.08821 0.15242 0.155 0.107 0.170
C 8.00334 -0.84235 1.30100 -0.102 -0.069 0.005
C 4.63670 -1.03653 -2.03656 -0.007 -0.030 -0.093
H 7.19315 1.00409 0.50854 -0.064 -0.028 -0.024
H 8.56718 0.36848 -0.39614 -0.036 -0.046 -0.075
H 7.12229 -1.06806 1.89941 -0.002 0.012 -0.007
H 8.74851 -0.37368 1.94629 0.018 0.019 -0.025
H 8.40179 -1.78478 0.92428 0.035 0.017 -0.001
H 4.80424 -0.18488 -2.68997 0.005 -0.003 0.002
H 3.57033 -1.21867 -1.90859 0.001 -0.017 0.042
H 5.12589 -1.92752 -2.41997 -0.011 -0.011 0.018
O 0.22834 3.11306 2.66440 0.046 -0.044 0.029
S -0.41627 2.97441 1.39364 -0.123 0.085 -0.078
O -0.76072 1.70021 0.86763 0.026 0.042 0.052
O 0.43662 3.78361 0.31180 -0.083 0.128 0.025
C 1.85063 3.48538 0.21161 0.350 -0.053 -0.063
C 2.13200 2.19189 -0.51735 -0.398 -0.062 -0.045
C -1.85068 4.00306 1.36225 0.030 0.089 0.010
H 2.29167 3.48513 1.20967 -0.118 -0.009 0.047
H 2.25765 4.33596 -0.33698 -0.075 0.026 -0.001
H 1.80535 1.32719 0.06059 0.026 0.005 0.015
H 3.19692 2.09552 -0.69846 0.090 0.039 0.025
H 1.60363 2.17475 -1.47343 0.025 0.033 0.001
H -1.58931 4.99425 1.72368 0.008 -0.005 0.001
H -2.58034 3.53309 2.01839 0.009 -0.038 -0.015
H -2.23325 4.03872 0.34602 -0.028 -0.044 0.006
O -5.84943 2.41922 0.75001 0.005 0.106 -0.065
S -6.69139 1.34710 0.30677 -0.003 -0.174 0.095
O -7.25028 1.41171 -1.01296 0.019 0.042 -0.031
O -7.88215 1.18372 1.36000 -0.054 -0.058 -0.039
C -8.59919 2.37203 1.73434 -0.096 0.204 0.117
C -9.59469 2.81101 0.67893 0.052 -0.033 -0.101
C -5.93289 -0.20885 0.57218 0.089 0.023 -0.009
H -7.88432 3.16293 1.96693 0.046 -0.033 -0.044
H -9.10958 2.10271 2.65753 0.034 -0.084 -0.007
H -9.09052 3.15150 -0.22403 0.013 -0.002 0.010
H -10.20300 3.62960 1.06781 -0.002 -0.011 0.032
H -10.24870 1.98314 0.40436 -0.023 0.008 0.033
H -5.55368 -0.25066 1.58843 0.015 0.011 -0.007
H -5.11322 -0.29182 -0.13938 0.021 0.023 0.011
H -6.66945 -0.98764 0.39509 -0.008 0.010 -0.009
O 4.42603 -2.06505 -5.53893 0.051 0.010 0.067
S 3.02636 -2.24807 -5.79295 -0.095 -0.020 -0.106
O 2.11801 -2.37977 -4.70230 0.075 0.054 0.083
O 2.85184 -3.47932 -6.78577 0.004 0.087 -0.045
C 3.48001 -4.72548 -6.39443 0.105 -0.309 0.112
C 2.70137 -5.45842 -5.32222 -0.056 0.127 0.045
C 2.45193 -0.98859 -6.87825 0.002 0.003 -0.063
H 4.50528 -4.52167 -6.08223 -0.023 0.086 0.007
H 3.51942 -5.30629 -7.31443 -0.056 0.084 -0.052
H 2.71476 -4.92104 -4.37583 0.007 -0.007 -0.002
H 3.14086 -6.44369 -5.16272 0.012 -0.006 -0.031
H 1.66015 -5.58012 -5.61952 0.012 -0.039 -0.016
H 3.13276 -0.91111 -7.72120 0.002 -0.005 0.004
H 2.44158 -0.06504 -6.30309 0.001 -0.017 0.028
H 1.44622 -1.24263 -7.20163 -0.009 0.001 0.027
O 0.48800 4.88465 -6.05521 0.002 -0.077 -0.012
S 1.35291 5.44935 -5.06237 -0.052 0.187 0.053
O 2.14809 4.59094 -4.24377 0.010 -0.075 -0.028
O 0.51902 6.44826 -4.16014 0.097 0.016 -0.029
C -0.70261 5.95718 -3.54124 -0.315 -0.126 0.167
C -0.43798 5.11745 -2.31231 0.197 0.000 -0.119
C 2.39765 6.65549 -5.80816 0.013 0.042 -0.022
H -1.28652 5.42030 -4.28981 0.094 -0.013 -0.056
H -1.24512 6.86435 -3.28145 0.079 0.056 -0.049
H 0.03689 4.16892 -2.55669 -0.025 -0.005 -0.016
H -1.37998 4.90218 -1.80951 -0.018 0.015 -0.002
H 0.21501 5.64492 -1.61852 -0.059 0.016 0.045
H 1.78906 7.32439 -6.40987 -0.005 -0.001 0.006
H 3.10556 6.11351 -6.43118 -0.012 -0.026 0.009
H 2.91997 7.19448 -5.02251 0.004 -0.014 0.007

---

2.
127
Properties=species:S:1:pos:R:3:forces:R:3 method="wB97M-V/def2-TZVPD" e_tot_ha=-5459.07174 orbital_gap_ev=8.98 homo_ev=-9.01
Cd 3.36833 -11.31170 -0.97644 3.467 0.521 -2.683
S 1.43999 -11.13400 0.73382 -1.077 0.621 -0.638
O 2.34505 -10.06794 0.23525 -1.182 3.927 2.409
O 0.06177 -10.83087 0.43006 -0.716 0.213 0.567
O 1.90718 -12.21585 -0.14010 -3.694 -5.329 1.037
O 1.74636 -11.47110 2.09870 -0.186 -0.036 2.037
C 4.28967 -13.88153 2.23438 -0.101 -0.347 0.586
O 5.47139 -13.07149 2.30751 0.025 0.243 -0.157
C 5.62136 -12.15398 1.37881 -0.980 0.770 -0.222
O 4.74297 -11.77897 0.60479 2.437 -0.669 2.099
O 6.83916 -11.64868 1.46952 -0.483 -0.131 0.028
C 7.16433 -10.59198 0.57163 1.187 0.054 -0.334
H 4.63026 -14.80878 1.77942 -0.493 -0.072 -0.051
H 3.44580 -13.40952 1.73544 0.324 0.124 -0.397
H 3.98121 -14.05437 3.26322 0.195 -0.215 0.027
H 8.25360 -10.58146 0.61672 -0.036 0.152 -0.102
H 6.82194 -9.61083 0.89779 -0.445 -0.204 0.102
H 6.87664 -10.82028 -0.45314 -0.305 0.064 0.120
C -6.59784 -11.80216 -2.60384 -0.604 -0.040 -0.206
O -5.84417 -12.29042 -1.49701 -0.540 -0.160 0.305
C -4.53503 -12.25403 -1.61332 1.459 0.290 -0.397
O -3.93523 -11.99010 -2.63525 -0.199 -0.059 0.425
O -3.95885 -12.52117 -0.43231 -0.821 -0.022 -0.531
C -2.53688 -12.32085 -0.36492 -0.610 0.750 -0.039
H -7.62820 -12.06455 -2.37189 0.032 0.103 0.059
H -6.35261 -12.25388 -3.56360 0.394 -0.143 0.188
H -6.51195 -10.72014 -2.69509 0.140 -0.005 0.095
H -2.29355 -11.35162 -0.79844 0.131 -0.135 -0.162
H -2.01881 -13.12230 -0.88461 0.139 -0.002 0.270
H -2.36077 -12.23893 0.70106 0.390 -0.424 -0.155
C -3.48966 -5.52784 0.34314 0.141 0.059 -0.779
O -2.24841 -6.22351 0.48930 0.230 -0.419 0.571
C -1.12942 -5.78045 -0.12108 -0.361 0.596 0.419
O -1.09038 -4.88007 -0.91709 0.020 -0.328 0.178
O -0.03303 -6.40401 0.33556 -0.200 -0.034 -0.988
C -0.17735 -7.66174 0.98799 -0.531 -0.843 0.832
H -4.27255 -6.14031 0.78390 0.251 -0.195 0.060
H -3.69071 -5.40640 -0.72091 -0.103 0.200 0.046
H -3.49018 -4.55817 0.83887 0.293 0.016 -0.039
H -0.48497 -7.50102 2.02096 0.204 0.005 0.025
H 0.74690 -8.23701 0.95252 0.301 0.570 -0.086
H -0.91260 -8.33302 0.54196 -0.129 0.366 -0.330
C 3.21094 -7.49618 -1.02932 -1.038 0.168 0.506
O 4.32022 -7.60207 -1.94480 0.414 0.778 0.949
C 5.01830 -8.71351 -1.97008 -1.339 -0.709 -1.173
O 4.63223 -9.80429 -1.55981 2.575 2.905 -0.609
O 6.09660 -8.61083 -2.72528 -0.028 -0.718 0.226
C 6.61183 -7.35225 -3.14684 1.307 0.170 0.204
H 2.35689 -7.99918 -1.47514 -0.017 -0.131 0.152
H 2.93577 -6.46091 -0.82765 0.427 0.208 -0.818
H 3.38207 -7.86498 -0.02094 0.507 -0.676 -0.332
H 6.94337 -6.79669 -2.26977 -0.451 0.323 -0.061
H 6.00125 -6.77090 -3.83337 -0.433 -0.199 0.316
H 7.53739 -7.61390 -3.65949 -0.143 -0.067 -0.160
C -2.75085 -6.64108 5.56762 -0.814 0.170 0.437
O -2.88635 -7.89490 4.93040 0.627 -0.782 -0.904
C -1.78888 -8.45998 4.35573 -0.322 1.031 0.898
O -0.67708 -7.99537 4.38635 0.026 -0.080 -0.118
O -2.18328 -9.57996 3.81814 -0.869 -0.826 -0.585
C -1.30077 -10.39632 3.05758 1.137 -0.711 0.792
H -3.75553 -6.48162 5.96204 0.139 0.058 0.264
H -2.59205 -5.80803 4.88262 0.577 -0.233 -0.116
H -2.04420 -6.69434 6.39398 0.191 0.217 -0.214
H -0.39264 -9.87422 2.76867 -0.409 0.276 -0.505
H -1.81217 -10.92404 2.26051 -0.219 0.799 -0.253
H -0.92174 -11.21492 3.67385 -0.341 0.104 0.360
C 4.61244 -14.09699 -4.15157 0.430 0.473 -0.896
O 4.65202 -14.86791 -2.95148 -0.516 0.819 1.365
C 4.43481 -14.17712 -1.80071 -0.439 -0.853 -1.042
O 4.34898 -12.97421 -1.71439 1.430 -2.245 -1.380
O 4.24226 -14.96105 -0.76273 0.249 0.341 -0.079
C 4.43832 -16.38330 -0.82843 0.149 0.027 0.084
H 4.09193 -13.14084 -4.09894 -0.193 -0.190 0.587
H 4.11345 -14.69470 -4.91167 0.155 -0.169 0.112
H 5.63847 -13.87341 -4.44509 -0.015 -0.161 -0.117
H 5.44388 -16.62642 -1.16868 0.024 0.100 0.095
H 3.72738 -16.87433 -1.49024 -0.160 0.172 0.108
H 4.29960 -16.66133 0.21343 -0.007 -0.403 -0.184
C 0.27178 -13.94324 -2.75758 -0.628 0.315 0.593
O 0.95256 -13.34448 -3.86034 0.382 -0.324 -0.083
C 0.77787 -13.84537 -5.08974 -1.217 -0.406 0.473
O -0.07560 -14.62467 -5.43535 0.646 0.138 0.115
O 1.67831 -13.25538 -5.85441 0.942 0.878 0.424
C 1.87479 -13.64769 -7.17739 -0.606 -0.873 -1.382
H 0.88878 -14.63915 -2.18794 0.317 -0.113 -0.445
H -0.66120 -14.42624 -3.04260 0.098 0.046 -0.239
H 0.06537 -13.12754 -2.06637 -0.054 -0.001 -0.046
H 2.82644 -14.16525 -7.30532 0.104 0.158 0.237
H 1.83484 -12.79325 -7.85216 0.117 0.187 0.290
H 1.09184 -14.33516 -7.50347 -0.036 0.001 0.138
C 2.25021 -8.94303 -5.73304 -1.101 0.049 -0.148
O 2.74862 -9.94294 -4.82550 0.425 -0.185 -0.128
C 2.06658 -10.23409 -3.73516 -1.687 0.777 0.784
O 2.47747 -10.94503 -2.84062 -0.594 0.367 -2.672
O 0.86083 -9.62652 -3.67441 1.202 -0.019 -0.807
C 0.02254 -9.93482 -2.56140 0.020 -0.802 0.841
H 2.78725 -8.96044 -6.67780 0.650 -0.154 0.450
H 2.26773 -7.96861 -5.24936 0.192 0.026 -0.113
H 1.21923 -9.15540 -6.01795 -0.046 -0.073 0.298
H -0.97457 -9.55597 -2.76710 0.137 0.001 -0.211
H 0.39220 -9.54763 -1.61241 0.184 0.342 -0.189
H 0.02033 -11.01474 -2.41631 -0.285 0.024 -0.125
C 1.17965 -11.74720 5.30495 1.171 0.725 0.094
C 2.51227 -12.47730 5.38398 -0.619 0.096 -1.251
O 2.17392 -13.74448 5.93342 1.000 0.758 -0.816
C 0.91344 -13.69017 6.39278 -1.139 0.027 1.397
O 0.33132 -14.57503 6.93957 0.520 0.374 -0.520
O 0.41978 -12.42932 6.25554 -1.006 -0.558 0.081
F 3.44352 -11.83787 6.14186 -0.010 -0.172 0.453
H 0.77339 -11.76037 4.29307 -0.023 -0.494 0.106
H 1.32917 -10.69535 5.55193 -0.221 -0.099 0.408
H 2.89574 -12.51671 4.36527 0.434 -0.703 0.128
C 3.70731 -9.44197 3.56598 0.053 0.511 -1.190
C 2.44978 -8.72303 3.97514 -0.914 -0.063 -0.676
O 2.57242 -7.42154 3.41891 -0.892 -0.742 0.428
C 3.83357 -7.21259 3.05321 0.740 0.157 -0.131
O 4.22185 -6.19981 2.54952 0.169 -0.666 0.245
O 4.57167 -8.31787 3.32866 1.129 0.390 0.129
F 2.37380 -8.62172 5.32927 0.047 0.145 0.313
H 3.65859 -9.91732 2.58305 -0.665 -0.265 0.236
H 4.04664 -10.17265 4.29744 0.375 0.522 0.248
H 1.52564 -9.15546 3.59611 0.006 0.034 0.151
C 0.73928 -14.45166 2.20673 0.216 -0.514 -1.047
Cl 1.00831 -15.66339 3.48762 -0.112 0.625 -0.020
Cl -0.96428 -14.25980 1.74632 0.209 -0.148 0.356
H 1.15253 -13.45561 2.35249 -0.072 -0.157 0.755
H 1.24536 -14.86252 1.33575 -0.129 0.042 -0.030